{
  "formula": "C14H25KN3O3",
  "method": "ωB97M-V/def2-TZVPD",
  "symbols": ["C", "C", "H", "H", "C", "C", "H", "H", "C", "H", "H", "H", "C", "H", "H", "H", "K", "O", "C", "O", "C", "O", "N", "C", "C", "H", "H", "H", "H", "C", "C", "H", "H", "H", "N", "C", "C", "N", "H", "H", "H", "H", "H", "H", "H", "H"],
  "coordinates": [[-7.39281, -1.38121, -1.29772], [-8.39443, -2.41767, -0.76937], [-8.01031, -0.66158, -1.82051], [-6.70842, -1.84985, -2.02550], [-7.95231, -3.20545, 0.26534], [-6.75270, -2.81499, 0.86406], [-6.00556, -2.29590, 0.22535], [-6.41766, -3.30711, 1.76870], [-9.77052, -2.65202, -1.32329], [-10.12160, -1.88438, -2.01440], [-10.53338, -2.71635, -0.52089], [-9.87434, -3.62553, -1.84033], [-8.67965, -4.45983, 0.72493], [-8.89405, -5.17097, -0.08914], [-9.65143, -4.23452, 1.18608], [-8.06935, -4.99945, 1.46720], [-0.67095, -0.37573, -0.80821], [-3.36357, -0.74492, -0.14686], [-4.16943, -0.65392, 0.80126], [-1.24004, -0.25557, 1.62393], [-2.21174, -0.12794, 2.36699], [-2.04875, 0.23306, 3.66325], [-3.59531, -0.32831, 2.08279], [-3.35406, 0.40736, 4.29145], [-4.39658, 0.04310, 3.24397], [-3.43914, 1.45862, 4.60979], [-3.38491, -0.24841, 5.17530], [-5.02201, 0.92511, 3.01736], [-5.00644, -0.78924, 3.62243], [-5.66037, -0.90538, 0.74711], [-6.60229, -0.48099, -0.51668], [-6.03202, -0.95532, 1.79717], [-5.83294, -0.10859, -1.20387], [-7.21490, 0.38739, -0.24267], [1.69777, 1.24550, -1.38554], [2.73703, 0.51942, -2.14238], [3.09948, -0.75470, -1.42529], [1.87790, -1.59347, -1.25786], [1.46898, 2.11048, -1.86955], [2.10187, 1.54316, -0.49980], [2.32005, 0.27924, -3.12371], [3.64254, 1.12023, -2.29453], [3.87672, -1.29028, -1.98567], [3.49466, -0.53109, -0.43142], [1.64682, -1.98130, -2.17023], [2.10813, -2.40312, -0.68644]],
  "forces_ev_per_angstrom": [[-2.6827, -2.3251, -2.0910], [0.5662, 0.0169, 0.1340], [-0.1006, -0.1078, -0.9078], [-0.5534, -0.2935, 0.0285], [-0.0376, 0.1133, 0.2146], [0.5524, -2.7081, -0.5808], [-0.2090, -2.0163, 0.3986], [0.2573, 0.1537, -0.0450], [-0.4852, -0.1290, -0.1565], [0.2362, 0.0240, -0.0061], [0.4837, 0.1558, -0.1870], [0.3116, 0.3549, 0.0748], [-0.1250, 0.1373, 0.6755], [0.2690, 0.4783, 0.0538], [0.2021, 0.0040, -0.0445], [-0.2713, 0.2174, -0.2447], [-0.0091, 0.0001, -0.1333], [-1.4591, 0.1831, 0.6497], [0.5170, -0.5114, -1.1635], [-1.9365, 0.1940, 1.4263], [0.7017, -0.3577, -0.8779], [-1.0766, -0.1266, -0.8733], [0.3399, 0.0345, 0.2069], [0.6724, 0.2176, 0.6005], [-0.3081, 0.1889, 0.1012], [0.1358, -0.4716, -0.0892], [0.0447, 0.2975, -0.3799], [0.0562, -0.5700, 0.0415], [0.0276, 0.2645, -0.3286], [0.2746, 2.8503, 0.8439], [3.8685, 2.9543, 3.4846], [-0.2816, 0.6717, -1.2698], [-0.2245, 0.3333, 0.0486], [0.3594, -0.1521, 0.4661], [0.0977, 0.3154, -0.0414], [-0.1636, 0.3316, 0.0483], [-0.4193, -0.5962, 0.0554], [0.4096, -0.1670, -0.0944], [0.0692, -0.0898, 0.0078], [-0.1016, -0.0409, -0.0157], [0.0866, 0.0192, -0.0453], [-0.0892, -0.0953, -0.0635], [-0.0185, 0.1730, 0.1169], [-0.0216, -0.0041, -0.0333], [0.0555, -0.0299, 0.0215], [-0.0205, 0.1076, -0.0263]],
  "total_charge": 1,
  "homo_lumo_gap_ev": [6.43, 7.52],
  "relative_energy_kj_mol": 0.0,
  "max_force_ha_per_bohr": 0.116
}

***

{
  "formula": "C14H25N3O7",
  "method": "ωB97M-V/def2-TZVPD",
  "symbols": ["C", "C", "C", "C", "C", "N", "C", "C", "O", "C", "O", "N", "C", "H", "H", "H", "H", "H", "H", "H", "H", "H", "H", "H", "H", "H", "H", "H", "H", "H", "H", "O", "C", "N", "C", "C", "C", "O", "O", "C", "O", "O", "H", "H", "H", "H", "H", "H", "H"],
  "coordinates": [[-0.88067, 3.19016, -0.77145], [-1.40976, 2.07441, 0.13707], [-1.92453, 0.83260, -0.63006], [-3.14719, 1.16417, -1.50416], [-2.23069, -0.36688, 0.30402], [-3.22831, -0.00015, 1.32654], [-4.51859, -0.32266, 1.39508], [-5.13139, -1.25120, 0.36560], [-5.21534, 0.11605, 2.29614], [-0.94279, -0.89717, 0.96672], [-0.59770, -0.48637, 2.07240], [-0.17860, -1.78508, 0.32238], [-0.40400, -2.39969, -0.98489], [-0.11539, 2.79468, -1.44056], [-0.44061, 3.97372, -0.15472], [-1.69079, 3.62484, -1.35592], [-2.20875, 2.48154, 0.75819], [-0.58992, 1.78057, 0.79107], [-1.12936, 0.51941, -1.30770], [-3.48607, 0.26819, -2.02373], [-3.95763, 1.55968, -0.89041], [-2.88372, 1.90417, -2.25881], [-2.62749, -1.17260, -0.30925], [-2.88803, 0.55050, 2.10106], [-4.61084, -2.20601, 0.38526], [-6.17849, -1.40714, 0.62026], [-5.06616, -0.80261, -0.62139], [0.66283, -2.06440, 0.81965], [-1.29350, -3.03135, -0.95695], [0.45716, -3.02174, -1.23963], [-0.51544, -1.63658, -1.75589], [2.30626, -2.11200, 1.76150], [2.58456, -1.11406, 2.41117], [3.42109, -0.11543, 1.92480], [4.07114, -0.06160, 0.59117], [3.21974, 0.82646, -0.34638], [3.90471, 1.14380, -1.67952], [3.20789, 1.58401, -2.57577], [5.24298, 0.98062, -1.79896], [4.41142, -1.44438, -0.02351], [3.87815, -1.79992, -1.06387], [5.30774, -2.20866, 0.63955], [2.15972, -1.00962, 3.40520], [3.57753, 0.66515, 2.55681], [5.04470, 0.42204, 0.72252], [2.99495, 1.77279, 0.15026], [2.27186, 0.32117, -0.55417], [5.43828, 1.20831, -2.72161], [5.32904, -3.04172, 0.14489]],
  "forces_ev_per_angstrom": [[-0.2860, -0.3684, 0.1981], [0.0828, -0.1809, -0.3572], [-0.0662, 0.4008, 0.0337], [0.4238, -0.0986, 0.3025], [-0.2317, 0.1656, 0.2632], [2.0215, -0.1512, -0.7878], [-1.5166, -0.3108, 0.2836], [0.2157, 0.1585, 0.1245], [-0.0905, 0.1362, 0.2177], [-0.1737, 0.5896, 0.8102], [-0.2667, 0.2118, -0.0328], [0.3166, -0.5824, -0.8716], [-0.1500, 0.2470, 0.3733], [0.0282, 0.1169, -0.1042], [0.0202, 0.0668, -0.1065], [0.1185, 0.0949, -0.1150], [-0.0559, -0.0875, 0.1175], [-0.0687, -0.1610, 0.2120], [0.2212, -0.1097, -0.0601], [-0.1110, -0.0043, -0.0506], [-0.0731, -0.0120, -0.0405], [-0.0566, 0.0287, 0.0235], [-0.2481, -0.0206, -0.0366], [0.0726, -0.0337, 0.0331], [0.0326, -0.1341, -0.2077], [0.1599, 0.0808, 0.0524], [0.0430, -0.1390, -0.2065], [-0.1379, 0.1274, 0.0486], [-0.0027, -0.0424, -0.1743], [-0.1230, 0.1580, 0.1197], [-0.0348, -0.0987, -0.1001], [0.4059, 0.4472, 0.1086], [0.6484, -0.2251, -1.8081], [-0.3778, -0.7822, 0.8768], [-0.0201, 0.1596, 0.6832], [1.2184, -1.0737, -0.0798], [-1.8083, 0.6327, -0.6770], [1.1653, -0.4367, 0.4913], [-0.7260, -0.0742, 0.3774], [-1.6113, -0.4437, -1.0401], [0.9979, 0.4056, 1.2974], [-0.6062, 0.9016, -0.2200], [0.1919, 0.6663, 0.3177], [0.0654, -0.2826, -0.3690], [-0.0775, -0.0078, 0.1979], [0.1112, -0.0545, -0.0192], [0.1866, 0.1582, -0.1615], [0.0841, 0.0225, 0.0301], [0.0887, -0.0610, 0.0319]],
  "total_charge": 0,
  "homo_lumo_gap_ev": 9.52,
  "relative_energy_kj_mol": 0.0,
  "max_force_ha_per_bohr": 0.042
}